A:
{
  "formula": "C4H33N2O11",
  "method": "wB97M-V/def2-TZVPD",
  "symbols": ["N", "C", "C", "C", "O", "C", "N", "H", "H", "H", "H", "H", "H", "H", "H", "H", "H", "H", "H", "H", "H", "H", "O", "H", "H", "O", "H", "H", "O", "H", "H", "O", "H", "H", "O", "H", "H", "O", "H", "H", "O", "H", "H", "O", "H", "H", "O", "H", "H", "O"],
  "xyz": [[1.144, -0.898, -1.994], [0.743, -1.221, -0.597], [1.984, -1.526, 0.233], [1.734, -1.399, 1.732], [1.583, -0.013, 2.065], [-0.223, -2.417, -0.625], [-1.175, -2.223, -1.728], [0.344, -0.387, -2.510], [1.949, -0.252, -1.999], [1.390, -1.723, -2.536], [0.220, -0.345, -0.202], [2.351, -2.535, 0.026], [2.805, -0.848, -0.013], [0.867, -1.967, 2.066], [2.595, -1.770, 2.295], [0.750, 0.140, 2.556], [-0.711, -2.540, 0.341], [0.320, -3.328, -0.859], [-1.864, -1.503, -1.543], [-1.688, -3.065, -1.951], [2.394, 1.751, -0.796], [3.772, 1.563, -1.431], [2.863, 1.328, -1.538], [0.107, -4.890, 1.906], [1.537, -4.998, 1.384], [0.769, -4.423, 1.389], [-0.639, 2.391, 2.597], [-0.317, 3.911, 2.750], [-0.498, 3.227, 2.095], [-2.529, 0.874, 0.810], [-2.379, -0.610, 0.490], [-2.517, -0.015, 1.243], [-1.097, 0.443, 4.068], [-1.454, 0.409, 2.539], [-0.789, 0.732, 3.204], [0.545, 2.557, -0.698], [0.179, 3.647, -1.792], [-0.093, 2.812, -1.413], [0.917, 2.768, 1.197], [1.708, 1.412, 1.080], [1.580, 2.293, 0.642], [-2.422, 3.054, 0.653], [-1.517, 2.600, -0.515], [-2.361, 2.401, -0.046], [-1.574, 0.536, -2.858], [-0.449, 1.524, -2.561], [-0.644, 0.733, -3.105], [-3.895, 0.265, -2.572], [-3.192, 1.176, -1.483], [-3.122, 0.351, -1.995]],
  "mulliken_charge": [0.067, 0.481, -0.721, -0.715, -0.595, -1.082, -0.461, 0.437, 0.381, 0.407, -0.134, 0.379, 0.356, 0.414, 0.317, 0.389, 0.248, 0.536, 0.135, 0.249, 0.393, 0.284, -0.671, 0.266, 0.256, -0.515, 0.445, 0.322, -0.702, 0.438, 0.232, -0.802, 0.277, 0.486, -0.723, 0.501, 0.269, -0.776, 0.379, 0.472, -0.954, 0.278, 0.417, -0.764, 0.464, 0.453, -0.825, 0.267, 0.317, -0.572],
  "charge": 1,
  "homo_ha": -0.462
}

B:
{
  "formula": "C4H33N2O11",
  "method": "wB97M-V/def2-TZVPD",
  "symbols": ["C", "C", "C", "C", "N", "N", "H", "H", "H", "H", "H", "H", "H", "H", "H", "H", "H", "H", "H", "O", "H", "H", "O", "H", "H", "O", "H", "H", "O", "H", "H", "O", "H", "H", "O", "H", "H", "O", "H", "H", "O", "H", "H", "O", "H", "H", "O", "H", "H", "O"],
  "xyz": [[-1.009, -0.808, 1.978], [0.078, 0.210, 1.504], [1.454, -0.290, 1.780], [2.370, 0.416, 2.476], [1.740, -1.592, 1.341], [-1.404, -1.724, 0.925], [-0.657, -1.227, 2.949], [-1.846, -0.130, 2.212], [-0.050, 0.573, 0.481], [-0.140, 1.179, 2.005], [3.343, -0.027, 2.621], [2.078, 1.351, 2.900], [2.726, -1.739, 1.183], [1.086, -1.860, 0.628], [-0.805, -2.608, 0.986], [-2.360, -2.063, 0.937], [-1.327, -1.326, -0.038], [0.093, 3.026, -1.195], [0.821, 1.841, -1.927], [0.010, 2.079, -1.487], [1.355, 5.087, -0.404], [0.606, 4.360, 0.661], [0.992, 4.206, -0.244], [2.165, 0.265, -2.503], [2.775, -0.526, -3.466], [1.858, -0.387, -3.165], [-0.228, -4.459, 2.387], [-0.925, -5.004, 1.201], [-0.723, -4.150, 1.615], [-1.992, -3.895, -1.568], [-0.434, -3.318, -1.697], [-1.206, -3.571, -1.132], [-0.954, 4.191, 2.568], [-1.762, 3.834, 1.315], [-0.959, 4.315, 1.613], [-3.749, 3.424, 1.613], [-3.351, 2.535, 0.372], [-3.163, 2.723, 1.301], [-1.188, 0.868, -0.812], [-2.296, 0.457, -1.675], [-1.958, 0.261, -0.788], [2.955, 0.829, 0.221], [3.803, 1.479, -0.903], [3.334, 0.673, -0.661], [1.353, -3.304, -2.558], [1.299, -1.802, -2.541], [0.957, -2.585, -2.046], [-2.294, -0.568, -4.000], [-0.813, -0.458, -3.662], [-1.658, -0.760, -3.302]],
  "mulliken_charge": [-0.743, 0.454, -0.156, -1.011, -0.230, 0.079, 0.196, 0.448, -0.142, 0.283, 0.300, 0.331, 0.297, 0.007, 0.496, 0.351, 0.224, 0.338, 0.172, -0.569, 0.287, 0.345, -0.635, 0.228, 0.355, -0.627, 0.273, 0.259, -0.574, 0.251, 0.388, -0.573, 0.287, 0.398, -0.679, 0.305, 0.339, -0.668, 0.203, 0.363, -0.709, 0.398, 0.311, -0.612, 0.298, 0.354, -0.686, 0.292, 0.288, -0.585],
  "charge": 1,
  "homo_ha": -0.406
}

Which of them is the most stable, and which is the least stable? A and B, in that order.

A:
{
  "formula": "C40H45N2O6SSi2Tc",
  "method": "wB97M-V/def2-TZVPD",
  "symbols": ["Tc", "O", "C", "C", "C", "N", "C", "C", "C", "O", "O", "C", "O", "O", "H", "H", "H", "O", "S", "C", "C", "C", "C", "C", "C", "C", "C", "C", "C", "C", "C", "C", "C", "H", "H", "H", "H", "H", "H", "H", "H", "H", "H", "H", "H", "H", "H", "C", "Si", "C", "C", "H", "H", "H", "H", "H", "H", "H", "H", "H", "C", "Si", "C", "C", "N", "C", "C", "C", "C", "C", "C", "H", "H", "H", "H", "H", "H", "H", "H", "H", "H", "H", "H", "H", "H", "C", "C", "C", "C", "C", "C", "C", "H", "H", "H", "H", "H"],
  "xyz": [[0.905, 0.446, -0.817], [2.911, 5.822, -3.137], [2.400, 4.704, -2.594], [2.596, 4.345, -1.264], [2.027, 3.172, -0.808], [1.311, 2.389, -1.608], [1.118, 2.731, -2.881], [1.634, 3.883, -3.430], [0.295, 1.788, -3.696], [-0.141, 2.022, -4.774], [0.077, 0.588, -3.021], [2.140, 2.678, 0.634], [2.669, 3.420, 1.447], [1.624, 1.527, 0.854], [3.426, 6.308, -2.483], [3.168, 4.946, -0.568], [1.452, 4.142, -4.462], [-0.111, 0.384, 2.899], [0.987, 0.779, 3.816], [0.451, 0.184, 5.484], [-0.187, -1.161, 5.336], [0.565, -2.324, 5.456], [-0.019, -3.565, 5.244], [-1.359, -3.650, 4.902], [-2.113, -2.492, 4.772], [-1.530, -1.253, 4.984], [0.809, 2.580, 4.132], [-0.619, 2.989, 4.262], [-1.165, 3.329, 5.497], [-2.511, 3.644, 5.617], [-3.330, 3.616, 4.498], [-2.794, 3.285, 3.261], [-1.449, 2.976, 3.142], [-0.251, 0.908, 5.897], [1.347, 0.143, 6.104], [1.615, -2.258, 5.715], [0.576, -4.464, 5.339], [-1.815, -4.616, 4.731], [-3.157, -2.552, 4.492], [-2.107, -0.347, 4.853], [1.309, 3.042, 3.280], [1.390, 2.791, 5.032], [-0.526, 3.358, 6.373], [-2.918, 3.911, 6.583], [-4.382, 3.854, 4.589], [-3.429, 3.254, 2.385], [-1.033, 2.701, 2.182], [-2.252, -0.233, 0.786], [-0.759, -1.169, 0.079], [-0.125, -2.358, 1.402], [-1.599, -2.333, -1.192], [-2.907, -0.979, 1.247], [-2.820, 0.243, -0.017], [-1.995, 0.504, 1.544], [-0.955, -2.909, 1.855], [0.395, -1.830, 2.199], [0.554, -3.085, 0.950], [-1.640, -3.334, -0.754], [-1.111, -2.425, -2.158], [-2.624, -2.005, -1.372], [1.635, -0.439, -5.461], [0.217, -1.410, -4.726], [-0.804, -2.156, -6.097], [0.937, -2.728, -3.617], [-0.778, -0.286, -3.746], [-2.134, 0.011, -3.557], [-2.560, 1.096, -2.790], [-3.915, 1.338, -2.609], [-4.869, 0.517, -3.177], [-4.446, -0.569, -3.931], [-3.101, -0.826, -4.119], [2.187, -1.118, -6.114], [2.332, -0.098, -4.692], [1.318, 0.419, -6.052], [-0.099, -2.658, -6.765], [-1.341, -1.407, -6.679], [-1.510, -2.909, -5.749], [1.892, -3.072, -4.019], [0.282, -3.593, -3.513], [1.116, -2.330, -2.616], [-1.855, 1.753, -2.303], [-4.215, 2.183, -2.002], [-5.923, 0.708, -3.028], [-5.172, -1.238, -4.375], [-2.806, -1.694, -4.685], [1.967, -0.852, -0.734], [3.077, -1.777, -0.640], [3.357, -2.398, 0.579], [4.431, -3.267, 0.680], [5.228, -3.525, -0.427], [4.956, -2.906, -1.640], [3.888, -2.031, -1.748], [2.725, -2.191, 1.431], [4.646, -3.746, 1.626], [6.065, -4.206, -0.344], [5.581, -3.103, -2.501], [3.672, -1.538, -2.687]],
  "mulliken_charge": [0.058, -0.532, 0.862, -0.315, -0.190, 0.025, -0.264, -0.671, -0.215, -0.514, 1.946, 0.192, -0.784, -0.217, 0.317, 0.492, 0.597, -0.669, 0.450, -0.786, 0.099, -0.460, -0.564, -0.432, -0.663, 0.064, -0.943, 0.219, -0.292, -0.689, -0.463, -0.748, 0.170, 0.253, 0.579, 0.381, 0.382, 0.389, 0.390, 0.285, 0.122, 0.570, 0.391, 0.390, 0.388, 0.421, 0.263, -1.090, 1.288, -0.893, -0.857, 0.340, 0.221, 0.032, 0.357, -0.223, 0.505, 0.532, -0.158, 0.307, -1.185, 0.418, -1.440, -0.808, -0.823, 0.907, -0.255, -0.795, -0.687, -0.783, -0.449, 0.431, 0.266, 0.358, 0.360, 0.391, 0.424, 0.470, 0.391, -0.077, 0.387, 0.415, 0.397, 0.398, 0.207, -0.298, 1.015, -0.380, -0.802, -0.420, -0.812, -0.116, 0.573, 0.422, 0.375, 0.410, 0.464],
  "homo_ha": -0.271
}

B:
{
  "formula": "C40H45N2O6SSi2Tc",
  "method": "wB97M-V/def2-TZVPD",
  "symbols": ["Tc", "O", "C", "C", "C", "N", "C", "C", "C", "O", "O", "C", "O", "O", "H", "H", "H", "O", "S", "C", "C", "C", "C", "C", "C", "C", "C", "C", "C", "C", "C", "C", "C", "H", "H", "H", "H", "H", "H", "H", "H", "H", "H", "H", "H", "H", "H", "C", "Si", "C", "C", "H", "H", "H", "H", "H", "H", "H", "H", "H", "C", "Si", "C", "C", "N", "C", "C", "C", "C", "C", "C", "H", "H", "H", "H", "H", "H", "H", "H", "H", "H", "H", "H", "H", "H", "C", "C", "C", "C", "C", "C", "C", "H", "H", "H", "H", "H"],
  "xyz": [[-0.805, -1.310, 0.562], [-3.409, -2.947, 5.347], [-2.572, -2.259, 4.508], [-3.125, -1.358, 3.527], [-2.270, -0.765, 2.661], [-0.898, -0.911, 2.590], [-0.354, -1.693, 3.662], [-1.245, -2.434, 4.568], [0.931, -1.898, 3.893], [2.006, -2.176, 4.267], [1.816, -1.008, 1.666], [-2.879, 0.117, 1.617], [-4.042, 0.197, 1.338], [-1.936, 0.889, 0.937], [-4.319, -2.745, 5.113], [-4.187, -1.181, 3.441], [-0.820, -3.133, 5.273], [-0.887, -1.057, -1.659], [-0.361, -0.164, -2.758], [0.771, 1.014, -2.000], [1.719, 1.650, -2.980], [2.069, 2.987, -2.822], [2.961, 3.590, -3.695], [3.516, 2.863, -4.736], [3.178, 1.528, -4.893], [2.285, 0.925, -4.022], [-1.813, 0.893, -3.113], [-1.495, 2.200, -3.768], [-1.693, 3.388, -3.077], [-1.357, 4.603, -3.654], [-0.813, 4.637, -4.927], [-0.623, 3.455, -5.629], [-0.969, 2.244, -5.056], [1.303, 0.402, -1.261], [0.175, 1.747, -1.464], [1.645, 3.559, -2.011], [3.223, 4.629, -3.558], [4.209, 3.333, -5.419], [3.611, 0.949, -5.697], [2.039, -0.120, -4.153], [-2.274, 1.019, -2.131], [-2.468, 0.276, -3.730], [-2.120, 3.360, -2.083], [-1.519, 5.522, -3.105], [-0.539, 5.582, -5.374], [-0.198, 3.476, -6.623], [-0.817, 1.324, -5.607], [-0.306, 3.251, 0.818], [-1.814, 2.484, 1.589], [-1.632, 2.329, 3.434], [-3.377, 3.395, 1.134], [-0.050, 4.149, 1.380], [-0.476, 3.554, -0.211], [0.557, 2.583, 0.862], [-1.399, 3.307, 3.859], [-0.830, 1.638, 3.693], [-2.550, 1.972, 3.905], [-3.234, 4.472, 1.221], [-4.193, 3.106, 1.797], [-3.697, 3.174, 0.115], [1.138, -4.113, -0.931], [2.143, -2.611, -0.444], [2.757, -1.911, -2.092], [3.579, -3.096, 0.649], [1.171, -1.413, 0.415], [2.242, 0.292, 1.638], [2.994, 0.811, 0.591], [3.445, 2.122, 0.648], [3.163, 2.919, 1.747], [2.419, 2.394, 2.795], [1.947, 1.093, 2.741], [1.686, -4.681, -1.685], [0.181, -3.817, -1.358], [0.939, -4.773, -0.089], [3.591, -2.515, -2.451], [3.093, -0.875, -2.072], [1.965, -1.991, -2.838], [4.144, -3.905, 0.188], [3.211, -3.439, 1.616], [4.261, -2.269, 0.841], [3.240, 0.188, -0.255], [4.031, 2.515, -0.172], [3.526, 3.938, 1.790], [2.190, 3.006, 3.657], [1.350, 0.686, 3.542], [-1.343, -2.893, 0.764], [-1.768, -4.131, 1.363], [-3.081, -4.582, 1.220], [-3.486, -5.741, 1.859], [-2.591, -6.453, 2.645], [-1.283, -6.010, 2.787], [-0.869, -4.854, 2.151], [-3.771, -4.017, 0.609], [-4.505, -6.089, 1.747], [-2.914, -7.351, 3.152], [-0.587, -6.563, 3.402], [0.140, -4.485, 2.267]],
  "mulliken_charge": [-0.202, -0.622, 0.578, -0.469, 0.310, 1.312, 0.374, -1.604, 0.048, -0.533, -0.164, -0.034, -0.586, 0.311, 0.298, 0.423, 0.527, -0.371, -0.065, 1.574, 0.592, 0.068, -0.976, -0.641, -1.006, -0.096, -0.885, 0.345, -0.066, -0.674, -0.536, -0.653, -0.225, -0.504, -1.066, 0.437, 0.480, 0.432, 0.452, 0.447, 0.012, 0.639, 0.439, 0.433, 0.405, 0.432, 0.412, -0.217, 0.361, -1.064, -1.344, 0.612, 0.164, -0.437, 0.495, 0.127, 0.342, 0.428, 0.348, 0.317, -1.214, 0.178, -1.163, -1.131, -0.106, 0.639, -0.560, -0.384, -0.827, -0.635, -0.319, 0.463, 0.265, 0.289, 0.620, 0.349, 0.220, 0.470, 0.261, 0.332, 0.147, 0.489, 0.397, 0.410, 0.384, -0.107, 0.526, -0.374, -0.639, -0.503, -0.936, 0.252, 0.479, 0.416, 0.412, 0.418, 0.551],
  "homo_ha": -0.214
}

Which of them is the most stable, and which is the least stable? A and B, in that order.